Density functional theory data (wB97M-V/def2-TZVPD) for a structure of composition C25H43CeF3O3P2S.

Last column: Mulliken spin population.
Element x y z (Å)
1 Ce 1.79482 -0.09408 -0.30066  1.014
2 C -0.14507 -0.50266 1.27194  -0.004
3 C -0.24915 -1.33207 0.08665  -0.005
4 C 1.62785 -2.00185 1.27716  -0.009
5 C 1.01550 -0.91900 1.99430  0.000
6 C 0.83337 -2.27862 0.10941  0.010
7 C -1.23318 0.31726 1.86034  -0.001
8 H -1.93382 0.67513 1.09831  0.000
9 H -0.84309 1.18931 2.39080  0.000
10 H -1.78826 -0.30007 2.58889  0.000
11 C 1.31182 -0.55206 3.40027  0.001
12 H 0.63954 -1.08094 4.09180  0.000
13 H 1.17069 0.51928 3.56557  0.000
14 H 2.33298 -0.81828 3.68102  0.000
15 C 2.77539 -2.81860 1.74444  0.000
16 H 2.78590 -2.88535 2.83739  0.000
17 H 3.73575 -2.39075 1.43026  0.000
18 H 2.71436 -3.83975 1.35191  0.000
19 C 1.22033 -3.16755 -1.00965  -0.002
20 H 1.70337 -4.06893 -0.61703  0.000
21 H 1.93593 -2.68059 -1.70227  0.000
22 H 0.33521 -3.45938 -1.58676  0.000
23 C -1.09714 -1.04843 -1.09346  -0.006
24 H -1.43878 -1.98242 -1.56563  0.000
25 H -0.54580 -0.49688 -1.88957  0.004
26 H -1.96876 -0.43711 -0.81421  0.000
27 C -1.82407 3.39898 -2.31185  0.000
28 C -2.78277 2.53135 -1.90727  -0.001
29 C -3.52134 1.54018 -2.74479  0.000
30 C -3.27298 1.53027 -4.27675  0.000
31 C -2.17748 0.64578 -4.78253  0.000
32 C -0.89557 0.76555 -4.42880  0.001
33 C -0.37019 1.68070 -3.37055  -0.002
34 C -0.87326 3.14218 -3.42487  0.000
35 H -4.60041 1.69541 -2.58927  0.000
36 H -3.11813 2.55679 -4.63220  0.000
37 H -3.34033 0.53764 -2.33286  0.000
38 H -1.26777 3.37079 -4.42000  0.000
39 H -1.66252 4.34081 -1.78281  0.000
40 H -3.00479 2.47764 -0.83841  0.000
41 H -0.00634 3.80372 -3.27825  0.000
42 H -0.52609 1.32998 -2.34120  0.001
43 H -0.15484 0.06531 -4.83094  0.000
44 H 0.74220 1.71079 -3.44360  -0.003
45 H -4.19814 1.16768 -4.74644  0.000
46 H -2.47474 -0.12904 -5.50935  0.000
47 P 2.30377 1.94414 -4.99315  0.000
48 P 4.07383 -0.43134 -4.26905  0.000
49 C 3.73683 1.67712 -6.19321  0.000
50 C 4.77140 0.74166 -5.58254  0.000
51 H 4.17785 2.66536 -6.39567  0.000
52 H 3.34262 1.28654 -7.15041  0.000
53 H 5.25495 0.14981 -6.37203  0.000
54 H 5.55958 1.32342 -5.08354  0.000
55 C 5.49256 -1.58553 -4.48997  0.000
56 H 5.24313 -2.54435 -4.03163  0.000
57 H 6.38403 -1.18070 -4.00407  0.000
58 H 5.71529 -1.74681 -5.55120  0.000
59 C 2.97933 -1.33975 -5.45085  0.000
60 H 3.39776 -1.35021 -6.46502  0.000
61 H 1.96777 -0.92112 -5.47950  0.000
62 H 2.91004 -2.37148 -5.08764  0.000
63 C 2.68944 3.66013 -4.47993  0.000
64 H 2.41768 3.76957 -3.42436  0.000
65 H 2.13646 4.39041 -5.08302  0.000
66 H 3.76456 3.82526 -4.59731  0.000
67 C 1.10438 2.37315 -6.37040  0.000
68 H 1.64757 2.97128 -7.11911  0.000
69 H 0.21598 2.92414 -6.01900  0.000
70 H 0.77483 1.42394 -6.81911  0.000
71 F 0.62435 5.12644 2.46930  0.000
72 C 0.81293 3.79103 2.39469  0.000
73 F 1.95750 3.45690 3.02907  0.000
74 F -0.22055 3.17801 3.04161  0.000
75 S 0.88805 3.22785 0.59131  0.001
76 O -0.45426 2.82105 0.23769  0.001
77 O 1.50935 4.32228 -0.09541  0.000
78 O 1.80959 2.00748 0.61064  0.000

## Properties
LUMO energy (spin up / spin down)	-0.142 / -0.139	Eh
multiplicity	2
expectation value of S²	0.751
total charge	+1

---

Density functional theory data (wB97M-V/def2-TZVPD) for the molecule C4H10N2O2.

Last column: Löwdin charge in e.
Element x y z (Å)
1 C 3.21170 0.08140 -0.60641  -0.098
2 O 2.15674 0.23954 0.32899  -0.133
3 C 0.92404 -0.59079 0.07900  -0.344
4 O 0.91767 -1.67536 -0.44276  0.129
5 C -0.05721 0.43659 0.49480  -0.052
6 N -1.50657 -0.17734 0.61227  -0.257
7 C -2.48066 0.90172 0.39405  -0.134
8 N -1.89639 -1.25922 -0.24556  -0.001
9 H 3.36627 1.02582 -1.14298  0.086
10 H 3.02167 -0.71506 -1.33704  0.087
11 H 4.14644 -0.12552 -0.07658  0.085
12 H 0.15745 0.79180 1.50602  0.136
13 H -0.04580 1.25456 -0.23110  0.131
14 H -2.29263 1.74267 1.06901  0.076
15 H -3.50331 0.56537 0.59530  0.074
16 H -2.44050 1.26987 -0.64199  0.076
17 H -2.52831 -1.89422 0.24676  0.079
18 H -1.15062 -1.87184 -0.60178  0.061

## Properties
LUMO energy	0.031	Eh
multiplicity	1
structure (SMILES)	COC(=O)CN(C)N

---

Density functional theory data (wB97M-V/def2-TZVPD) for a cluster of 2 separate species, C7H10NPS2 in total.

Last column: Löwdin charge in e.
Element x y z (Å)
1 S 4.49452 -0.02860 -0.81495  0.114
2 P 2.89562 -0.08827 0.32976  0.171
3 S 2.45497 -2.15759 0.84998  0.429
4 C 1.53164 0.35802 -0.54322  -0.430
5 C 0.24409 -0.19100 -0.33102  -0.370
6 C -0.25142 -1.26537 -1.08464  -0.076
7 C -1.38056 -1.96650 -0.80524  -0.084
8 C -2.09275 -1.69217 0.35378  -0.092
9 C -1.70805 -0.66027 1.16535  -0.078
10 C -0.55997 0.06354 0.80310  -0.043
11 H 1.13466 -2.04792 1.19057  -0.171
12 H 1.64940 1.06523 -1.39931  0.109
13 H 0.45915 -1.40346 -1.89324  0.124
14 H -1.72746 -2.62308 -1.54397  0.093
15 H -2.98961 -2.35829 0.66504  0.140
16 H -2.17815 -0.55804 2.08143  0.084
17 H -0.22823 0.70288 1.58693  0.100
18 N 0.94588 3.09226 0.09860  0.043
19 H 1.17172 2.16364 0.04113  -0.129
20 H 1.60772 3.61868 -0.47204  0.030
21 H 1.29836 3.30732 1.04350  0.036

## Properties
LUMO energy (spin up / spin down)	-0.064 / -0.079	Eh
multiplicity	1
structure (SMILES)	S=P(S)=Cc1ccccc1.N

---

Density functional theory data (wB97M-V/def2-TZVPD) for a cluster of 6 separate species, C4H22N2O7 in total.

Last column: Mulliken spin population.
Element x y z (Å)
1 C -0.68518 -1.34547 -0.44614  0.045
2 N -1.04784 -0.33489 0.52067  0.767
3 C -2.31708 0.39256 0.27270  -0.019
4 O -2.04953 1.57380 -0.37488  0.103
5 C 0.65967 -2.01421 -0.12822  -0.005
6 C 1.71052 -0.95886 0.28687  0.000
7 O 1.67390 -0.62203 1.69621  0.004
8 N 1.16073 -2.68806 -1.31948  0.007
9 H -1.44489 -2.11261 -0.52444  0.015
10 H -0.53670 -0.94644 -1.46760  0.073
11 H -0.29859 0.33891 0.68987  -0.034
12 H -2.74400 0.62083 1.27762  0.021
13 H -3.01313 -0.28283 -0.23128  0.009
14 H -1.21372 2.17478 -0.25439  -0.006
15 H 0.59939 -2.72495 0.72400  0.005
16 H 1.75757 0.04290 -0.15568  0.003
17 H 2.70725 -1.38579 0.09369  0.003
18 H 1.82166 -1.40086 2.24869  0.000
19 H 1.06085 -2.00924 -2.07047  0.002
20 H 2.08767 -3.06687 -1.23774  -0.001
21 H -1.51207 -1.99436 3.07978  0.000
22 H -0.26539 -1.21773 3.13011  -0.003
23 O -0.64266 -2.02918 3.49915  0.007
24 H 1.63432 1.06159 1.86087  0.001
25 H 1.61160 2.54590 2.58428  0.000
26 O 1.37441 1.99830 1.83552  0.000
27 H 1.18500 2.00462 -3.22610  0.000
28 H 0.15127 0.82993 -2.70583  0.000
29 O 1.07121 1.19717 -2.70115  0.000
30 H 0.59557 2.20214 -0.95540  0.000
31 H 0.83979 2.82654 0.45520  0.000
32 O 0.19429 2.81051 -0.30301  -0.002
33 H -1.78945 1.31305 -1.99399  -0.002
34 H -1.71566 0.93340 -3.55042  0.000
35 O -1.46246 0.65118 -2.65953  0.006

## Properties
LUMO energy (spin up / spin down)	-0.098 / -0.292	Eh
multiplicity	2
expectation value of S²	0.755
total charge	+1

---

Density functional theory data (wB97M-V/def2-TZVPD) for a cluster of 3 separate species, C3H14N2O2 in total.

Last column: Löwdin charge in e.
Element x y z (Å)
1 C -0.42101 0.48169 -2.89724  -0.085
2 C 0.28906 0.95504 -1.63850  -0.276
3 N 0.56099 -0.12818 -0.66127  -0.123
4 C 1.02831 0.18194 0.68584  -0.329
5 N 0.24579 -0.24655 1.85849  0.014
6 H -1.11601 -0.33840 -2.72757  0.070
7 H -0.96313 1.25854 -3.39872  0.064
8 H 0.37854 0.10329 -3.53004  0.075
9 H -0.31971 1.70443 -1.08425  0.106
10 H 1.23875 1.47811 -1.83107  0.115
11 H -0.24298 -0.74550 -0.64910  0.103
12 H 2.06330 -0.14506 0.85235  0.108
13 H 1.11150 1.29404 0.70274  0.113
14 H 0.38840 -1.25933 1.91604  0.066
15 H -0.72314 -0.18364 1.54083  0.063
16 O -3.57954 0.76389 4.27503  -0.055
17 H -3.47213 0.38408 5.14729  0.029
18 H -2.83805 1.35261 4.16099  0.024
19 O 2.46185 -2.31707 -1.01052  -0.085
20 H 1.94239 -3.10403 -0.82791  0.025
21 H 1.96683 -1.48992 -0.88341  -0.022

## Properties
LUMO energy	0.028	Eh
multiplicity	1
structure (SMILES)	CCNCN.O.O

---

Density functional theory data (wB97M-V/def2-TZVPD) for the molecule C9H16.

Last column: Löwdin charge in e.
Element x y z (Å)
1 C -0.18702 -2.22715 -1.61236  0.048
2 C -0.69810 -1.62624 -0.47035  -0.286
3 C -1.89764 -2.32090 0.12576  -0.076
4 C -0.11327 -0.41350 0.17676  -0.205
5 C 1.09409 0.10767 -0.24406  -0.041
6 C 1.75136 1.33871 0.35860  -0.267
7 C 2.84170 1.90009 -0.53855  -0.125
8 C -0.85361 0.36090 1.25896  -0.213
9 C -1.82772 1.34445 0.60152  -0.076
10 H 0.63161 -1.81183 -2.19702  0.046
11 H -0.64288 -3.14197 -2.01687  0.056
12 H -2.73970 -1.67041 0.24782  0.065
13 H -1.65583 -2.72525 1.10225  0.081
14 H -2.14795 -3.17606 -0.50087  0.071
15 H 1.60360 -0.40542 -1.05010  0.092
16 H 2.24015 1.01868 1.28306  0.115
17 H 1.03135 2.12376 0.59046  0.099
18 H 3.21582 2.77951 -0.03380  0.060
19 H 2.42548 2.16982 -1.53327  0.085
20 H 3.69279 1.19463 -0.65386  0.083
21 H -1.37300 -0.39360 1.81650  0.090
22 H -0.18634 0.86220 1.94710  0.098
23 H -1.28117 2.01766 -0.06978  0.082
24 H -2.56326 0.77144 0.08541  0.058
25 H -2.36045 1.92282 1.32669  0.062

## Properties
LUMO energy	0.036	Eh
multiplicity	1
structure (SMILES)	C=C(C)/C(=C/CC)CC

---

Energy above the lowest of the compared OMol25 structures with the same formula, charge and spin in eV, matching the order above: 0.259; 3.957; 2.556; 0.634; 1.139; 0.000
Maximum force in eV/Å, matching the order above: 4.01; 4.75; 4.75; 2.97; 2.33; 2.83